# 1
The following is a quantum chemistry calculation of C34H35N6O2S3Tc as an isolated structure, from the Open Molecules 2025 dataset.

## Properties
E_tot ... -3070.69380 Ha
Charge ... +1
Relative energy (zero: lowest compared OMol25 entry of this formula, charge and spin) ... 7.0 kcal/mol
E_LUMO (spin up / spin down) ... -2.6 / -4.7 eV
E_HOMO (spin up / spin down) ... -9.7196 / -10.3888 eV
2S+1 ... 4

Positions of all 81 atoms, in Å:
Tc -0.1780 -0.1600 0.4327
C 2.1666 -1.9990 1.7589
N 1.5828 -1.5801 0.4723
C 2.5799 -1.0575 -0.4822
C 2.9273 0.3579 -0.0854
N 1.7017 1.2139 0.0094
C 1.5148 1.9436 -1.2679
C 1.9083 2.1674 1.1113
C 2.8414 3.1939 0.9960
C 3.0673 4.0543 2.0553
C 2.3629 3.8849 3.2418
C 1.4597 2.8478 3.3668
C 1.2379 1.9670 2.3052
S 0.1341 0.6178 2.5707
C 0.7067 -2.5945 -0.0915
C 1.0310 -3.8315 -0.6742
C -0.0596 -4.5553 -1.2337
C -1.3488 -4.1228 -1.1540
C -1.7307 -2.8983 -0.3773
C -0.5452 -2.1011 -0.0136
S -2.1821 -0.8380 1.6073
H 2.8880 -2.8051 1.5988
H 1.3671 -2.3432 2.4094
H 2.6545 -1.1548 2.2400
H 2.1388 -1.0832 -1.4804
H 3.4801 -1.6813 -0.4914
H 3.6254 0.7955 -0.8039
H 3.4159 0.3650 0.8872
H 2.3142 2.6660 -1.4304
H 0.5599 2.4624 -1.2456
H 1.5264 1.2293 -2.0852
H 3.4037 3.3254 0.0814
H 3.7896 4.8528 1.9560
H 2.5244 4.5594 4.0718
H 0.9158 2.7017 4.2913
H 2.0416 -4.2126 -0.7288
H 0.1436 -5.4977 -1.7267
H -2.1488 -4.7343 -1.5523
H -2.2611 -3.2193 0.5282
O -1.5773 1.0905 -0.3629
N -2.8679 0.7707 -0.3183
C -3.7495 1.6962 -0.6538
C -5.1084 1.4842 -0.4787
C -5.5612 0.3018 0.1502
C -4.6727 -0.6536 0.5000
C -3.2243 -0.5685 0.1745
S -2.9860 -1.8300 -1.2095
H -3.3249 2.6194 -1.0204
H -5.7946 2.2631 -0.7748
H -6.6139 0.1702 0.3559
H -4.9759 -1.5698 0.9871
C 4.8724 2.1419 -4.0615
C 4.0837 1.0554 -4.7403
C 3.8953 -0.1882 -4.1485
C 3.1849 -1.1991 -4.7815
C 2.6236 -0.9707 -6.0304
N 1.8805 -1.9627 -6.7180
C 1.1143 -2.9789 -6.1896
O 0.9603 -4.0340 -6.7623
N 0.5158 -2.7451 -4.9569
C 0.0689 -1.5345 -4.4092
C -0.3169 -0.4347 -5.1628
C -0.7259 0.7055 -4.4947
C -0.7365 0.7174 -3.1114
N -0.3742 -0.3354 -2.3775
C 0.0050 -1.4325 -3.0242
C 2.8092 0.2659 -6.6401
C 3.5347 1.2581 -6.0046
H 5.2502 1.8114 -3.0937
H 4.2632 3.0337 -3.9028
H 5.7306 2.4406 -4.6646
H 4.3498 -0.3892 -3.1839
H 3.0781 -2.1684 -4.3115
H 2.1323 -2.1402 -7.6780
H 0.1722 -3.5937 -4.5342
H -0.3037 -0.4722 -6.2428
H -1.0452 1.5802 -5.0443
H -1.0686 1.5896 -2.5652
H 0.2902 -2.2879 -2.4293
H 2.3762 0.4485 -7.6165
H 3.6742 2.2112 -6.5012

Cartesian forces (eV/Å) of the 6 atoms listed first:
0.1 0.1 -0.2
0.0 0.0 0.0
-0.1 0.0 0.0
0.0 0.0 0.1
0.0 0.0 0.0
-0.2 0.2 -0.1

These are the Mulliken partial charges, in e, on atoms 1 to 2:
1 Tc -0.457
2 C -1.418

---

# 2
The following is a quantum chemistry calculation of C34H36MoN5O3S as an isolated structure, from the Open Molecules 2025 dataset.

## Properties
E_tot ... -2282.23563 Ha
Charge ... +3
E_LUMO (spin up / spin down) ... -11.2 / -11.2 eV
E_HOMO (spin up / spin down) ... -16.2364 / -16.2369 eV
2S+1 ... 1

Positions of all 80 atoms, in Å:
Mo 0.1720 0.3860 0.1680
C 3.9648 1.5043 -1.3858
C 3.1288 0.6622 -0.4932
O 1.8472 0.9808 -0.4349
C 3.5696 -0.3736 0.2758
C 2.7650 -0.9924 1.2462
C 3.4034 -1.9784 2.1630
N 1.4546 -0.7059 1.4012
N 0.8981 -1.3390 2.4912
C -0.3452 -1.0627 2.5884
O -0.8057 -0.1835 1.6433
C -1.2983 -1.5918 3.5366
C -2.5924 -1.0680 3.6062
C -3.4849 -1.5836 4.5276
C -3.0874 -2.6137 5.3725
C -1.7995 -3.1355 5.3038
C -0.8988 -2.6283 4.3879
H 3.4333 2.4027 -1.6856
H 4.8925 1.7737 -0.8807
H 4.2313 0.9316 -2.2779
H 4.6127 -0.6494 0.2314
H 4.4515 -2.1085 1.9133
H 3.3006 -1.6518 3.1983
H 2.8806 -2.9343 2.0906
H -2.8912 -0.2580 2.9541
H -4.4870 -1.1844 4.5966
H -3.7869 -3.0147 6.0939
H -1.5020 -3.9347 5.9679
H 0.1049 -3.0260 4.3257
N -1.0129 4.3681 0.6448
C 0.2621 4.5806 1.1865
C 0.8677 5.7345 1.6629
C 2.1428 5.5818 2.1704
C 2.7746 4.3283 2.2139
C 2.1617 3.1846 1.7392
C 0.8871 3.3356 1.2048
N -0.0226 2.4000 0.6767
C -1.1369 3.0794 0.3670
C -2.2342 2.3215 -0.1964
C -3.5194 2.6166 -0.5127
S -4.3053 1.2151 -1.0924
C -2.8993 0.3061 -0.8682
N -1.8861 1.0023 -0.4052
H -1.7213 5.0758 0.5090
H 0.3735 6.6961 1.6482
H 2.6627 6.4464 2.5588
H 3.7636 4.2591 2.6454
H 2.6457 2.2202 1.8161
H -4.0412 3.5582 -0.4389
H -2.8528 -0.7507 -1.0904
C 0.4482 -4.5523 -1.6227
C -0.8440 -3.7822 -1.3220
C -0.9020 -3.3950 0.1517
C -1.0097 -2.6770 -2.3485
C -1.5792 -3.0199 -3.5747
C -1.7290 -2.1017 -4.5988
C -1.3052 -0.7847 -4.4441
C -0.7219 -0.3702 -3.2598
C -0.1643 1.0230 -3.1102
C -1.0610 2.1058 -3.7046
C 1.2552 1.0926 -3.6682
C -0.6065 -1.3387 -2.2448
O -0.0709 -0.9210 -1.0369
H 0.5453 -5.3999 -0.9449
H 1.3201 -3.9062 -1.4887
H 0.4666 -4.9328 -2.6428
H -1.6850 -4.4551 -1.5075
H 0.0190 -2.9108 0.4775
H -1.0109 -4.3002 0.7491
H -1.7544 -2.7520 0.3903
H -1.9114 -4.0407 -3.7188
H -2.1775 -2.4128 -5.5329
H -1.4197 -0.0897 -5.2645
H -0.1160 1.2530 -2.0239
H -1.1052 2.0309 -4.7908
H -0.6632 3.0946 -3.4737
H -2.0840 2.0383 -3.3283
H 1.2322 0.9040 -4.7426
H 1.9058 0.3367 -3.2247
H 1.6876 2.0815 -3.5140

Cartesian forces (eV/Å) of the 6 atoms listed first:
-0.4 -0.5 0.7
0.1 0.0 0.1
-0.4 0.1 -0.1
0.4 0.2 -0.3
0.0 -0.1 0.1
0.2 0.0 -0.1

These are the Mulliken partial charges, in e, on atoms 1 to 2:
1 Mo -1.023
2 C -1.600

---

# 3
The following is a quantum chemistry calculation of C34H36N2O4SSn as an isolated structure in a non-equilibrium geometry, from the Open Molecules 2025 dataset.

## Properties
E_tot ... -2340.14558 Ha
Relative energy (zero: lowest compared OMol25 entry of this formula, charge and spin) ... 17.1 kcal/mol
E_LUMO ... 0.4 eV
E_HOMO ... -8.1905 eV
2S+1 ... 1

Positions of all 78 atoms, in Å:
Sn 12.1978 12.4672 12.7097
C 10.4209 10.9192 6.2303
C 11.4108 11.7132 7.0173
C 12.2994 12.5062 6.0839
O 10.6862 12.5331 7.9468
C 11.5040 12.7363 9.0744
C 12.2688 11.4113 9.2305
O 12.0996 10.8117 7.9323
C 12.0229 10.3239 10.3190
O 12.3347 10.7750 11.6205
C 10.6684 9.6177 10.2408
C 10.2604 8.8748 9.1545
C 9.1234 8.0866 9.1586
C 8.3471 8.0070 10.2927
C 8.7025 8.7773 11.3969
C 9.7893 9.6218 11.3889
C 13.1121 9.1777 10.1757
C 14.2657 9.2253 9.4112
C 15.1783 8.1595 9.4245
C 14.9447 7.0143 10.1153
C 13.7996 7.0366 10.9470
C 12.9522 8.0905 11.0263
C 10.7106 13.4853 10.1711
O 11.6724 13.7542 11.2512
C 9.3897 12.8382 10.7789
C 8.5108 11.9976 10.1074
C 7.3526 11.5236 10.6958
C 7.0770 11.8557 12.0158
C 7.9481 12.6443 12.7316
C 9.0371 13.1851 12.1282
C 10.2756 14.8721 9.5995
C 11.2415 15.8728 9.4594
C 10.9667 17.0941 8.9345
C 9.6395 17.4167 8.5549
C 8.6837 16.4197 8.6943
C 8.9927 15.1485 9.2260
H 9.8006 11.6504 5.7170
H 9.8723 10.2416 6.9250
H 11.0001 10.4287 5.4450
H 11.7038 13.3049 5.6243
H 12.8324 11.8820 5.3506
H 13.1005 12.9845 6.6489
H 12.2747 13.4560 8.7982
H 13.3189 11.6814 9.3822
H 10.9016 8.8438 8.2512
H 8.8744 7.5631 8.2086
H 7.4371 7.3708 10.2376
H 8.1517 8.6865 12.3051
H 10.0839 10.1286 12.3136
H 14.3924 9.9681 8.6811
H 16.0895 8.1744 8.8309
H 15.6619 6.1592 10.0232
H 13.6134 6.1768 11.5997
H 12.1933 8.1523 11.7677
H 8.7536 11.6651 9.0786
H 6.7578 10.8871 10.0861
H 6.1917 11.3510 12.4513
H 7.6805 12.9203 13.8033
H 9.6489 13.9293 12.7114
H 12.3094 15.7154 9.6944
H 11.7378 17.8576 8.8699
H 9.3742 18.3058 8.0174
H 7.6808 16.5207 8.3199
H 8.3062 14.4036 9.3557
C 14.8538 9.6366 13.7718
N 15.3816 10.9648 13.4783
C 15.5149 11.5203 12.1906
S 14.8958 13.0029 11.7662
N 16.2465 10.8131 11.3131
C 17.2965 9.8771 11.7228
H 15.3297 8.9165 13.1508
H 13.7033 9.5384 13.5748
H 15.1176 9.4752 14.8012
H 14.9824 11.6084 14.1318
H 16.3500 11.2354 10.3930
H 17.1924 8.9736 11.1106
H 17.2265 9.7421 12.8015
H 18.2104 10.4152 11.5607

Cartesian forces (eV/Å) of the 6 atoms listed first:
0.2 0.1 -0.3
0.0 -0.2 0.1
-0.5 -0.4 1.9
0.9 0.4 0.6
-0.2 0.0 -1.0
-0.5 0.5 0.1

These are the Mulliken partial charges, in e, on atoms 1 to 2:
1 Sn 0.638
2 C -1.748